Entry 1:
Entry from the Open Molecules 2025 dataset: 2 unconnected molecules or ions with the total composition C3H3Br2O2 in a non-equilibrium geometry (the ωB97M-V functional and the def2-TZVPD basis).

Each line ends with the Löwdin charge.
Positions of all 10 atoms, in Å:
1 C 2.410 -1.000 1.282  -0.63
2 C 0.342 -0.033 0.159  -0.16
3 C 1.178 -0.335 1.350  -0.76
4 O 2.466 0.410 1.365  0.01
5 O 3.034 -1.884 1.803  0.06
6 Br 0.122 -0.062 2.986  0.69
7 Br 2.688 -1.691 -1.481  -0.30
8 H 0.511 -0.713 -0.628  -0.04
9 H -0.698 -0.084 0.444  0.05
10 H 0.723 0.867 -0.249  0.08

Forces on atoms 1 to 6 (eV/Å):
C 1.8107 -1.3832 2.9474
C -0.7386 -0.3120 0.6832
C -1.0915 1.8723 -0.9580
O -0.3427 -1.4472 -0.4003
O -0.0505 0.8832 -1.1421
Br 0.5857 -0.4424 -0.0541

Values from the calculation:
**Frontier orbital gap**: 7.24 eV
**LUMO**: 2.868 eV
**Energy above the lowest of the compared OMol25 structures with the same formula, charge and spin**: 100.5 kJ/mol
**HOMO**: -4.376 eV
**Max |F|**: 3.7 eV/A
**Charge**: -1

Entry 2:
Entry from the Open Molecules 2025 dataset: 2 unconnected molecules or ions with the total composition C4H9NO (the ωB97M-V functional and the def2-TZVPD basis).

Each line ends with the Löwdin charge.
Positions of all 15 atoms, in Å:
1 C -1.409 0.815 0.129  -0.11
2 C -1.156 -0.619 -0.329  -0.25
3 C 0.154 -1.197 0.208  -0.22
4 N 1.324 -0.506 -0.286  0.09
5 C 1.773 -0.102 -1.327  -0.33
6 O 2.316 0.339 -2.273  0.14
7 H -2.341 1.203 -0.293  0.07
8 H -1.488 0.868 1.221  0.07
9 H -0.596 1.481 -0.181  0.07
10 H -1.145 -0.674 -1.426  0.11
11 H -1.972 -1.271 0.008  0.11
12 H 0.238 -2.258 -0.051  0.12
13 H 0.172 -1.126 1.301  0.11
14 H 1.991 1.261 1.396  0.00
15 H 2.136 1.786 1.904  0.03

Forces on atoms 1 to 6 (eV/Å):
C -0.0022 0.0656 0.0176
C -0.0083 -0.0313 -0.0391
C -0.1703 -0.1330 0.0448
N 0.3054 0.2504 -0.5956
C 0.0365 0.0079 0.0551
O -0.3414 -0.2634 0.5451

Values from the calculation:
**Frontier orbital gap**: 11.20 eV
**LUMO**: 0.879 eV
**Energy above the lowest of the compared OMol25 structures with the same formula, charge and spin**: 151.8 kJ/mol
**HOMO**: -10.324 eV
**Max |F|**: 0.7 eV/A
**SMILES**: CCCN=C=O.[H][H]

Entry 3:
Entry from the Open Molecules 2025 dataset: a molecular structure, C39H35AsN7O9S3V in a non-equilibrium geometry (the ωB97M-V functional and the def2-TZVPD basis).

Each line ends with the Löwdin charge.
Positions of all 95 atoms, in Å:
1 V -1.693 0.296 -0.423  1.03
2 C 3.515 2.904 -0.790  -0.05
3 C 3.607 2.451 0.514  -0.04
4 C 2.444 2.180 1.211  -0.01
5 C 1.222 2.402 0.584  -0.22
6 N 1.127 2.830 -0.671  0.13
7 C 2.252 3.057 -1.341  -0.11
8 C -0.038 2.363 1.383  -0.16
9 C 0.022 2.860 2.680  0.02
10 C -1.127 2.994 3.426  0.01
11 C -2.342 2.711 2.832  0.01
12 C -2.354 2.219 1.545  -0.19
13 N -1.214 1.987 0.849  0.11
14 C -3.627 1.958 0.806  -0.18
15 C -4.848 2.468 1.210  0.03
16 C -5.952 2.295 0.390  -0.01
17 C -5.811 1.629 -0.816  -0.01
18 C -4.570 1.124 -1.150  -0.09
19 N -3.515 1.276 -0.350  0.03
20 H 4.395 3.133 -1.373  0.11
21 H 4.569 2.316 0.992  0.12
22 H 2.487 1.793 2.218  0.09
23 H 2.135 3.392 -2.365  0.11
24 H 0.975 3.157 3.090  0.13
25 H -1.083 3.337 4.450  0.13
26 H -3.262 2.812 3.387  0.12
27 H -4.932 3.012 2.138  0.12
28 H -6.910 2.703 0.682  0.13
29 H -6.646 1.490 -1.486  0.12
30 H -4.387 0.574 -2.066  0.13
31 O -1.881 -2.995 -0.232  -0.23
32 As -3.007 -2.305 -1.372  0.97
33 O -3.368 -3.296 -2.592  -0.38
34 O -2.402 -0.717 -1.842  -0.48
35 C -4.528 -1.906 -0.240  -0.23
36 C -5.735 -2.150 -0.879  -0.07
37 C -6.944 -1.913 -0.232  -0.05
38 C -6.955 -1.418 1.055  -0.05
39 C -5.757 -1.164 1.715  -0.05
40 C -4.553 -1.409 1.078  -0.25
41 S -3.116 -1.160 2.104  0.64
42 O -2.672 -2.411 2.597  -0.21
43 O -3.372 -0.081 3.000  -0.23
44 O -2.087 -0.618 0.988  -0.44
45 H -1.237 -3.545 -0.702  0.06
46 H -5.713 -2.559 -1.883  0.11
47 H -7.875 -2.130 -0.739  0.12
48 H -7.893 -1.240 1.563  0.12
49 H -5.751 -0.785 2.728  0.12
50 N 6.284 -0.547 -3.662  0.11
51 C 4.989 -0.779 -3.264  -0.31
52 C 4.057 -1.312 -4.160  -0.01
53 C 2.748 -1.507 -3.773  -0.05
54 C 2.354 -1.161 -2.489  -0.32
55 C 3.258 -0.612 -1.589  -0.06
56 C 4.571 -0.433 -1.972  -0.02
57 S 0.745 -1.573 -1.975  0.66
58 O 0.860 -2.531 -0.910  -0.34
59 O -0.079 -1.927 -3.090  -0.27
60 N 0.139 -0.096 -1.274  -0.10
61 C -0.177 0.812 -2.285  -0.50
62 N 0.425 0.826 -3.469  0.17
63 C -0.058 1.674 -4.357  -0.06
64 C -1.132 2.528 -4.095  -0.01
65 C -1.687 2.448 -2.845  -0.07
66 N -1.204 1.607 -1.931  0.00
67 H 6.616 -1.013 -4.488  0.10
68 H 6.977 -0.393 -2.950  0.10
69 H 4.370 -1.585 -5.159  0.12
70 H 2.027 -1.928 -4.461  0.12
71 H 2.939 -0.334 -0.592  0.10
72 H 5.287 -0.030 -1.268  0.11
73 H 0.425 1.674 -5.328  0.13
74 H -1.512 3.209 -4.840  0.11
75 H -2.523 3.069 -2.541  0.13
76 C 6.737 -1.402 2.925  -0.05
77 C 5.261 -1.439 2.636  -0.27
78 C 4.383 -0.572 3.276  -0.03
79 C 3.018 -0.613 3.018  -0.09
80 C 2.526 -1.521 2.099  -0.38
81 C 3.385 -2.388 1.433  -0.08
82 C 4.740 -2.344 1.712  -0.03
83 S 0.746 -1.570 1.831  0.92
84 C 0.498 -3.158 2.636  -0.20
85 O 0.209 -0.510 2.762  -0.53
86 H 6.934 -0.978 3.908  0.08
87 H 7.262 -0.789 2.189  0.08
88 H 7.168 -2.401 2.886  0.08
89 H 4.769 0.137 4.000  0.12
90 H 2.318 0.018 3.549  0.10
91 H 3.001 -3.079 0.694  0.11
92 H 5.407 -3.034 1.208  0.12
93 H 0.979 -3.128 3.611  0.07
94 H 0.942 -3.922 1.998  0.06
95 H -0.573 -3.316 2.730  0.03

Forces on atoms 1 to 6 (eV/Å):
V 0.7479 0.1611 -1.6109
C 0.0268 -0.0197 0.0115
C 0.0316 -0.0193 -0.0399
C -0.0103 -0.0926 0.0015
C 0.0042 -0.0319 0.0664
N -0.0729 0.0432 -0.0605

Values from the calculation:
**Frontier orbital gap (alpha / beta)**: 6.04 / 6.57 eV
**LUMO (alpha / beta)**: -4.245 / -3.716 eV
**Multiplicity**: 2
**Energy above the lowest of the compared OMol25 structures with the same formula, charge and spin**: 123.9 kJ/mol
**HOMO (alpha / beta)**: -10.288 / -10.289 eV
**Max |F|**: 1.8 eV/A
**Charge**: +1

Entry 4:
Entry from the Open Molecules 2025 dataset: 3 unconnected molecules or ions with the total composition C6H14O (the ωB97M-V functional and the def2-TZVPD basis).

Each line ends with the Löwdin charge.
Positions of all 21 atoms, in Å:
1 C -1.702 2.300 -0.427  -0.12
2 O -0.844 1.448 0.141  -0.17
3 C -0.673 0.254 -0.387  -0.20
4 C 0.423 -0.590 0.236  -0.59
5 C 0.719 -1.732 -0.740  -0.06
6 C 1.678 0.261 0.454  -0.05
7 C -0.025 -1.187 1.589  -0.05
8 H -1.021 1.900 -1.926  0.08
9 H -1.674 3.264 0.083  0.07
10 H -2.690 1.899 -0.661  0.07
11 H -0.592 1.109 -2.009  0.11
12 H -1.581 -0.251 -0.731  0.13
13 H -0.180 -2.334 -0.926  0.08
14 H 1.488 -2.397 -0.331  0.09
15 H 1.071 -1.338 -1.698  0.09
16 H 1.487 1.075 1.161  0.08
17 H 2.011 0.705 -0.491  0.09
18 H 2.490 -0.356 0.855  0.09
19 H -0.248 -0.401 2.320  0.09
20 H 0.776 -1.813 2.007  0.09
21 H -0.914 -1.818 1.481  0.08

Forces on atoms 1 to 6 (eV/Å):
C -0.0753 0.0503 -0.1690
O 0.0854 -0.0766 -0.0251
C -0.0412 0.0116 -0.1047
C 0.0209 0.0363 -0.0971
C 0.0271 -0.0652 -0.0709
C 0.0439 0.0478 -0.0087

Values from the calculation:
**Frontier orbital gap**: 8.79 eV
**LUMO**: 0.777 eV
**Energy above the lowest of the compared OMol25 structures with the same formula, charge and spin**: 419.1 kJ/mol
**HOMO**: -8.015 eV
**Max |F|**: 0.6 eV/A

Entry 5:
Entry from the Open Molecules 2025 dataset: a molecular structure, C47H57GeN3O2ReSeSi4 in a non-equilibrium geometry (the ωB97M-V functional and the def2-TZVPD basis).

Each line ends with the Löwdin charge.
Positions of all 116 atoms, in Å:
1 Re 0.404 -1.105 0.121  1.00
2 O -1.060 -0.759 5.427  0.06
3 C -0.230 0.295 5.275  -0.24
4 C -0.151 1.165 6.351  -0.01
5 C 0.607 2.315 6.260  -0.06
6 C 1.249 2.629 5.066  -0.09
7 C 1.199 1.806 3.981  -0.03
8 C 0.567 0.544 4.111  -0.05
9 C 0.404 -0.270 2.914  -0.40
10 O 0.971 0.085 1.787  -0.25
11 N -0.229 -1.391 3.077  0.09
12 N -0.332 -2.019 1.871  -0.12
13 C -0.854 -3.162 1.709  -0.04
14 C -0.807 -3.810 0.378  -0.18
15 C -1.368 -5.033 -0.003  0.00
16 C -1.182 -5.398 -1.285  -0.07
17 C -0.406 -4.697 -2.172  -0.01
18 C 0.220 -3.552 -1.700  -0.11
19 N -0.037 -3.070 -0.489  -0.07
20 H -1.200 -1.189 4.575  0.05
21 H -0.644 0.887 7.270  0.12
22 H 0.648 2.919 7.120  0.10
23 H 1.756 3.639 4.990  0.13
24 H 1.725 2.017 3.065  0.09
25 H -1.235 -3.605 2.637  0.15
26 H -1.820 -5.599 0.776  0.12
27 H -1.705 -6.280 -1.654  0.13
28 H -0.230 -5.105 -3.175  0.13
29 H 0.902 -3.039 -2.326  0.06
30 Se 3.198 -2.350 0.490  0.74
31 C 4.326 -1.512 1.795  -0.56
32 C 5.486 -2.249 2.061  -0.16
33 C 6.302 -1.781 3.067  -0.11
34 C 5.973 -0.648 3.766  -0.10
35 C 4.799 0.108 3.527  -0.06
36 C 4.005 -0.306 2.469  -0.13
37 H 5.681 -3.167 1.565  0.08
38 H 7.230 -2.448 3.267  0.14
39 H 6.644 -0.315 4.578  0.11
40 H 4.511 0.945 4.205  0.12
41 H 3.103 0.231 2.188  0.05
42 C 3.277 2.153 -2.440  -0.23
43 Si 3.747 1.464 -0.770  0.42
44 C 5.624 1.455 -0.459  -0.19
45 C 2.872 2.538 0.587  -0.20
46 Si 2.586 -0.624 -0.945  0.16
47 Si 3.323 -1.475 -2.982  0.36
48 C 3.687 -3.321 -3.030  -0.23
49 C 4.922 -0.639 -3.655  -0.20
50 C 1.959 -1.127 -4.332  -0.22
51 Si -2.302 1.756 -3.512  0.56
52 C -2.787 0.062 -3.840  -0.15
53 C -0.619 2.040 -2.929  -0.17
54 C -2.578 2.930 -4.908  -0.16
55 H 3.648 3.144 -2.639  0.03
56 H 2.168 2.289 -2.591  0.03
57 H 3.688 1.501 -3.252  0.00
58 H 6.032 2.296 0.163  0.05
59 H 6.095 1.517 -1.523  0.06
60 H 5.913 0.527 -0.084  -0.02
61 H 3.242 2.220 1.552  0.00
62 H 1.800 2.322 0.530  0.00
63 H 3.018 3.585 0.355  0.03
64 H 4.403 -3.621 -2.296  0.00
65 H 4.050 -3.582 -4.040  0.04
66 H 2.756 -3.998 -2.847  0.05
67 H 4.782 0.355 -4.155  0.04
68 H 5.218 -1.341 -4.391  0.01
69 H 5.720 -0.429 -3.014  0.00
70 H 1.931 -1.907 -5.085  0.02
71 H 1.861 -0.128 -4.759  0.01
72 H 0.970 -1.221 -3.800  0.00
73 H -2.224 -0.099 -4.802  0.08
74 H -3.841 0.101 -3.918  0.03
75 H -2.411 -0.639 -3.055  0.05
76 H -0.406 1.665 -1.918  0.00
77 H -0.333 3.128 -3.057  0.08
78 H -0.100 1.352 -3.581  0.04
79 H -1.935 2.467 -5.713  0.07
80 H -2.178 3.918 -4.711  0.04
81 H -3.577 3.141 -5.340  0.05
82 C -0.858 -0.294 -0.747  -0.45
83 Ge -2.588 0.295 -0.068  0.91
84 C -3.908 1.010 -1.411  -0.26
85 C -3.714 2.260 -1.998  -0.26
86 C -4.774 2.928 -2.715  -0.02
87 C -6.010 2.279 -2.808  -0.05
88 C -6.176 1.008 -2.317  -0.01
89 C -5.131 0.366 -1.674  -0.06
90 C -3.557 -1.157 0.885  -0.28
91 C -3.597 -1.156 2.279  -0.08
92 C -4.289 -2.227 2.888  -0.06
93 C -4.749 -3.297 2.124  -0.08
94 C -4.521 -3.379 0.753  -0.08
95 C -3.939 -2.254 0.127  -0.14
96 C -2.462 1.862 1.021  -0.31
97 C -1.251 2.519 1.179  -0.11
98 C -1.244 3.716 1.857  -0.08
99 C -2.394 4.257 2.415  -0.07
100 C -3.634 3.637 2.225  -0.07
101 C -3.635 2.455 1.516  -0.12
102 H -2.908 2.869 -1.666  0.11
103 H -4.728 3.953 -3.126  0.14
104 H -6.816 2.794 -3.269  0.11
105 H -7.166 0.641 -2.399  0.12
106 H -5.240 -0.603 -1.310  0.07
107 H -3.035 -0.459 2.840  0.09
108 H -4.489 -2.214 3.907  0.09
109 H -5.114 -4.163 2.668  0.11
110 H -4.658 -4.317 0.227  0.10
111 H -3.654 -2.300 -0.931  0.11
112 H -0.381 1.989 0.714  0.08
113 H -0.326 4.333 2.032  0.12
114 H -2.339 5.125 3.022  0.10
115 H -4.547 4.078 2.687  0.12
116 H -4.591 1.945 1.324  0.11

Forces on atoms 1 to 6 (eV/Å):
Re 0.8124 0.5261 1.2494
O -0.0372 0.5913 0.5961
C 0.4533 -0.4116 -0.7097
C 0.4250 0.0974 0.1836
C -0.4530 -1.2477 -0.7899
C 0.8310 2.6324 0.2122

Values from the calculation:
**Frontier orbital gap**: 5.72 eV
**LUMO**: -3.512 eV
**Energy above the lowest of the compared OMol25 structures with the same formula, charge and spin**: 51.7 kJ/mol
**HOMO**: -9.233 eV
**Max |F|**: 3.2 eV/A
**Charge**: +1

Entry 6:
Entry from the Open Molecules 2025 dataset: a single C3H7BO2S molecule in a non-equilibrium geometry (the ωB97M-V functional and the def2-TZVPD basis).

Each line ends with the Löwdin charge.
Positions of all 14 atoms, in Å:
1 C 0.087 1.264 -2.944  -0.39
2 S -0.589 1.556 -1.261  0.83
3 C -0.134 0.190 -0.261  -0.40
4 C -0.461 0.325 1.201  -0.01
5 B -0.022 -0.849 2.071  -0.78
6 O 0.473 -1.953 1.391  0.11
7 O -0.126 -0.866 3.410  0.18
8 H 1.201 1.418 -3.052  0.06
9 H -0.490 1.930 -3.492  -0.02
10 H -0.256 0.217 -3.205  0.05
11 H 0.289 -0.573 -0.889  0.06
12 H -0.690 1.447 1.386  0.09
13 H 0.131 -2.758 1.854  0.12
14 H 0.588 -1.349 3.790  0.09

Forces on atoms 1 to 6 (eV/Å):
C 0.9523 -2.5666 1.6208
S 0.3862 0.1742 0.1249
C -1.8043 2.1088 4.1073
C 1.5879 1.5185 -5.9103
B -0.2290 0.2154 -1.3781
O -0.5415 -1.3773 0.6477

Values from the calculation:
**Frontier orbital gap**: 8.55 eV
**LUMO**: 0.507 eV
**Energy above the lowest of the compared OMol25 structures with the same formula, charge and spin**: 125.1 kJ/mol
**HOMO**: -8.041 eV
**Max |F|**: 6.3 eV/A
**SMILES**: CS/C=C/B(O)O